<i>
Density functional theory data (wB97M-V/def2-TZVPD) for a structure of composition C3H6N4O.

## Properties
2S+1	1
lowest unoccupied orbital energy	0.0	eV
molar mass	114.11	g mol⁻¹
Kohn-Sham gap	8.291	eV

```
14
C3H6N4O (wB97M-V/def2-TZVPD)
C -0.73 -0.77 0.19
C 0.51 0.97 -0.03
C -0.88 0.56 0.05
H -1.88 -2.19 -0.74
H -2.58 -0.72 -0.38
H 2.96 -0.24 1.01
H 3.30 -0.45 -0.57
H 0.90 2.04 -0.35
H -1.97 2.43 0.44
N -2.08 -1.48 0.17
N 0.52 -1.28 0.05
N 1.31 -0.13 -0.04
N 2.63 0.03 0.12
O -2.01 1.25 0.06
```



<ii>
Density functional theory data (wB97M-V/def2-TZVPD) for the molecule C3H6N4O.

## Properties
2S+1	1
lowest unoccupied orbital energy	0.8	eV
molar mass	114.11	g mol⁻¹
Kohn-Sham gap	9.500	eV

```
14
C3H6N4O (wB97M-V/def2-TZVPD)
C -0.43 1.00 1.14
N -0.03 0.80 -0.30
N -1.17 0.85 -1.19
N -1.04 -0.18 -2.04
N -0.15 -0.96 -1.76
C 0.58 -0.43 -0.53
C 1.08 -1.45 0.42
O 1.94 -0.69 -0.47
H 0.57 0.96 1.86
H -0.94 1.92 1.26
H -0.95 0.05 1.36
H -1.58 1.76 -1.42
H 1.25 -1.16 1.48
H 0.85 -2.47 0.19
```



<iii>
Density functional theory data (wB97M-V/def2-TZVPD) for a structure of composition C3H6N4O.

## Properties
2S+1	1
lowest unoccupied orbital energy	-0.7	eV
molar mass	114.11	g mol⁻¹
Kohn-Sham gap	6.984	eV

```
14
C3H6N4O (wB97M-V/def2-TZVPD)
C 0.92 -0.22 -0.08
C 0.40 -1.59 0.03
C -1.21 -0.29 -0.12
H 2.47 0.73 1.21
H 3.26 -0.35 -0.50
H 0.92 -2.51 -0.07
H -3.27 -0.45 -0.26
H -2.58 0.96 0.80
H 0.85 2.09 -0.80
N 2.19 0.26 -0.04
N -0.98 -1.57 0.14
N -2.48 0.36 -0.10
N -0.23 0.61 -0.42
O -0.25 1.97 0.20
```



<iv>
Density functional theory data (wB97M-V/def2-TZVPD) for a structure of composition C3H6N4O.

## Properties
2S+1	1
lowest unoccupied orbital energy	0.8	eV
molar mass	114.11	g mol⁻¹
Kohn-Sham gap	8.355	eV

```
14
C3H6N4O (wB97M-V/def2-TZVPD)
C -0.39 -1.28 -0.37
C 0.82 0.31 -0.26
C -0.30 0.67 0.36
H -0.16 -3.18 -0.91
H -1.71 -2.93 -0.03
H 1.24 2.10 -0.46
H 2.61 0.98 -0.83
H -1.27 2.74 0.71
H -0.75 1.58 2.11
N -0.86 -2.58 -0.65
N 0.76 -0.92 -0.82
N 1.82 1.21 -0.15
N -0.63 1.82 1.13
O -1.19 -0.50 0.17
```



Short version: <iii> is the least stable of them.



<i>
Density functional theory data (wB97M-V/def2-TZVPD) for the molecule C3H6N4O.

## Properties
2S+1	1
lowest unoccupied orbital energy	0.6	eV
molar mass	114.11	g mol⁻¹
Kohn-Sham gap	9.674	eV

```
14
C3H6N4O (wB97M-V/def2-TZVPD)
H 0.06 -1.12 2.32
N -0.56 -1.51 1.60
C -0.29 -1.18 0.41
N -0.94 -1.59 -0.72
C -0.40 -0.90 -1.70
N 0.61 -0.03 -1.33
N 0.86 -0.36 0.01
O 1.06 0.76 0.83
C -0.10 1.60 0.82
H -0.67 -1.08 -2.73
H 1.41 -0.05 -1.97
H 0.26 2.43 1.45
H -0.98 1.12 1.24
H -0.31 1.91 -0.23
```



<ii>
Density functional theory data (wB97M-V/def2-TZVPD) for the molecule C3H6N4O.

## Properties
2S+1	1
lowest unoccupied orbital energy	-0.2	eV
molar mass	114.11	g mol⁻¹
Kohn-Sham gap	8.518	eV

```
14
C3H6N4O (wB97M-V/def2-TZVPD)
H -1.53 -0.26 -1.03
N -1.32 0.58 -1.58
C -0.64 1.28 -0.67
N -0.28 2.47 -0.71
N -0.23 0.69 0.62
C 0.24 -0.50 0.35
N 0.18 -1.14 -0.88
C 0.99 -1.14 1.61
O 1.11 -2.39 1.58
H 0.13 3.22 0.15
H -0.80 3.31 -1.35
H -0.09 -0.62 -1.78
H 0.33 -2.25 -0.93
H 1.08 -0.29 2.42
```



Short version: <ii> is the least stable of them.



<i>
Density functional theory data (wB97M-V/def2-TZVPD) for a structure of composition C3H6N4O.

## Properties
2S+1	1
lowest unoccupied orbital energy	0.3	eV
molar mass	114.11	g mol⁻¹
Kohn-Sham gap	9.479	eV

```
14
C3H6N4O (wB97M-V/def2-TZVPD)
C -0.40 0.30 2.21
C -0.24 0.19 -2.21
C 1.01 -0.31 -0.53
H 0.36 -0.72 2.31
H 0.09 1.36 2.01
H -1.31 0.36 2.92
H -1.93 0.84 -0.88
H -0.24 0.15 -3.57
H 1.72 -2.07 -0.08
N 0.09 0.65 -0.18
N -0.86 1.02 -1.24
N 0.79 -0.53 -1.91
N 1.60 -1.08 0.31
O -0.67 -0.16 0.84
```



<ii>
Density functional theory data (wB97M-V/def2-TZVPD) for a structure of composition C3H6N4O.

## Properties
2S+1	1
lowest unoccupied orbital energy	0.0	eV
molar mass	114.11	g mol⁻¹
Kohn-Sham gap	8.116	eV

```
14
C3H6N4O (wB97M-V/def2-TZVPD)
C -0.01 -1.03 -0.77
C -1.07 -0.44 -0.32
C 0.76 0.71 0.17
H 0.99 -2.63 -1.11
H -0.52 -3.01 -0.87
H -2.06 -1.08 0.17
H -2.12 1.50 1.63
H 2.44 1.83 0.07
H 0.84 2.57 1.07
N 0.01 -2.34 -1.37
N -0.53 0.62 0.57
N 1.56 1.74 0.75
N 1.10 -0.31 -0.68
O -1.40 1.87 0.69
```



<iii>
Density functional theory data (wB97M-V/def2-TZVPD) for a structure of composition C3H6N4O.

## Properties
2S+1	1
lowest unoccupied orbital energy	-0.1	eV
molar mass	114.11	g mol⁻¹
Kohn-Sham gap	8.869	eV

```
14
C3H6N4O (wB97M-V/def2-TZVPD)
C -0.90 -0.05 -0.11
C -0.33 -1.50 0.15
C 1.51 0.02 -0.22
H -0.59 2.49 0.57
H 0.49 2.43 -1.22
H -2.63 -0.25 -0.31
H -1.35 -2.25 -0.18
H -0.25 -1.44 1.49
H 1.69 -1.98 0.42
N 0.30 2.06 0.02
N 0.26 0.75 0.31
N -2.00 0.52 -0.34
N 1.11 -1.29 -0.49
O 2.68 0.47 -0.07
```



Short version: <i> is the least stable of them.



<i>
Density functional theory data (wB97M-V/def2-TZVPD) for the molecule C2H8N2O2.

## Properties
2S+1	1
lowest unoccupied orbital energy	0.8	eV
molar mass	92.10	g mol⁻¹
Kohn-Sham gap	9.414	eV

```
14
C2H8N2O2 (wB97M-V/def2-TZVPD)
N 1.52 0.76 -1.00
C 1.00 0.03 0.13
C -0.47 0.26 0.29
N -0.84 -1.51 0.42
O -0.82 0.93 1.41
O -1.12 0.73 -0.80
H 1.54 0.23 -1.87
H 1.76 1.72 -0.79
H 1.56 0.17 1.06
H 0.83 -1.14 -0.07
H -1.75 -1.79 0.06
H -0.77 -1.87 1.37
H -1.75 1.17 1.35
H -0.68 0.31 -1.56
```



<ii>
Density functional theory data (wB97M-V/def2-TZVPD) for a structure of composition C2H8N2O2.

## Properties
2S+1	1
lowest unoccupied orbital energy	0.9	eV
molar mass	92.10	g mol⁻¹
Kohn-Sham gap	9.556	eV

```
14
C2H8N2O2 (wB97M-V/def2-TZVPD)
C -0.31 -0.10 -0.43
C -1.06 -0.82 0.66
N 0.98 -0.31 -0.70
N -0.99 0.72 -1.26
O 1.00 1.78 0.65
O 1.48 -1.42 0.04
H 1.20 1.63 1.59
H 2.15 -1.78 -0.56
H 1.40 0.82 0.01
H -0.41 1.25 -1.90
H -1.73 1.26 -0.85
H -0.45 -0.87 1.56
H -1.26 -1.84 0.32
H -2.00 -0.32 0.87
```



<iii>
Density functional theory data (wB97M-V/def2-TZVPD) for a cluster of 2 separate species, C2H8N2O2 in total.

## Properties
2S+1	1
lowest unoccupied orbital energy	0.8	eV
molar mass	92.10	g mol⁻¹
Kohn-Sham gap	10.730	eV

```
14
C2H8N2O2 (wB97M-V/def2-TZVPD)
C 2.19 0.85 -0.18
N 1.33 -0.28 -0.21
C -0.03 -0.16 -0.15
N -0.70 -1.35 -0.43
O -0.60 0.87 0.16
H 3.13 0.67 -0.70
H 2.42 1.22 0.82
H 1.75 1.69 -0.71
H 1.64 -1.23 -0.29
H -0.53 -1.74 -1.35
H -1.68 -1.26 -0.17
O -3.16 0.06 0.78
H -2.33 0.58 0.75
H -3.43 0.06 1.70
```



<iv>
Density functional theory data (wB97M-V/def2-TZVPD) for a cluster of 2 separate species, C2H8N2O2 in total.

## Properties
2S+1	1
lowest unoccupied orbital energy	0.3	eV
molar mass	92.10	g mol⁻¹
Kohn-Sham gap	9.580	eV

```
14
C2H8N2O2 (wB97M-V/def2-TZVPD)
N -0.77 1.64 -1.10
C 0.39 0.81 -0.83
N 0.21 -0.20 0.35
C 1.42 -0.82 0.82
O 2.54 -0.34 0.63
H -1.75 1.45 -1.29
H -0.82 2.45 -0.49
H 1.38 1.36 -0.64
H 0.60 0.07 -1.72
H -0.77 -0.47 0.46
H 1.19 -1.72 1.48
O -2.65 -1.02 0.32
H -3.53 -0.60 0.05
H -2.34 -1.67 -0.26
```



Short version: <ii> is the least stable of them.



<i>
Density functional theory data (wB97M-V/def2-TZVPD) for a cluster of 2 separate species, C2H8N2O2 in total.

## Properties
2S+1	1
lowest unoccupied orbital energy	0.7	eV
molar mass	92.10	g mol⁻¹
Kohn-Sham gap	10.432	eV

```
14
C2H8N2O2 (wB97M-V/def2-TZVPD)
N 0.26 -2.01 1.73
C 1.35 -1.11 1.18
C 1.41 0.21 1.93
N 1.66 1.30 1.15
O 1.24 0.28 3.12
H -0.04 -1.52 2.57
H -0.54 -1.88 1.09
H 1.26 -0.98 0.11
H 2.26 -1.67 1.40
H 1.84 1.21 0.16
H 2.10 2.08 1.61
O -4.56 1.10 -5.49
H -4.14 1.86 -5.93
H -4.12 1.13 -4.63
```



<ii>
Density functional theory data (wB97M-V/def2-TZVPD) for a cluster of 2 separate species, C2H8N2O2 in total.

## Properties
2S+1	1
lowest unoccupied orbital energy	0.8	eV
molar mass	92.10	g mol⁻¹
Kohn-Sham gap	10.288	eV

```
14
C2H8N2O2 (wB97M-V/def2-TZVPD)
O -0.50 -1.23 1.73
C 0.24 -0.31 1.96
O 0.31 0.81 1.28
H 0.97 -0.33 2.77
H -0.09 0.74 0.35
N -0.21 1.46 -1.24
C -0.24 0.05 -1.83
N 0.43 -0.99 -1.12
H 0.71 1.83 -1.39
H -0.77 1.85 -2.01
H 0.11 0.15 -2.84
H -1.32 -0.10 -1.89
H 0.66 -1.78 -1.68
H 0.05 -1.24 -0.23
```



<iii>
Density functional theory data (wB97M-V/def2-TZVPD) for the molecule C2H8N2O2.

## Properties
2S+1	1
lowest unoccupied orbital energy	1.1	eV
molar mass	92.10	g mol⁻¹
Kohn-Sham gap	10.062	eV

```
14
C2H8N2O2 (wB97M-V/def2-TZVPD)
C -1.88 -0.83 0.33
O -1.06 0.28 0.70
N -0.02 0.71 -0.29
N 0.09 2.11 -0.32
O 1.11 0.17 0.27
C 1.76 -0.86 -0.35
H -1.63 -0.95 -0.68
H -2.86 -0.43 0.28
H -1.78 -1.64 1.06
H 0.95 2.27 0.34
H -0.67 2.62 0.19
H 1.24 -1.27 -1.12
H 2.02 -1.64 0.29
H 2.74 -0.54 -0.70
```



Short version: <iii> is the least stable of them.



<i>
Density functional theory data (wB97M-V/def2-TZVPD) for the molecule C6H6.

## Properties
2S+1	1
lowest unoccupied orbital energy	1.0	eV
molar mass	78.11	g mol⁻¹
Kohn-Sham gap	10.936	eV

```
12
C6H6 (wB97M-V/def2-TZVPD)
C 2.21 -0.99 0.37
C 1.04 -0.71 0.42
C -0.34 -0.18 0.44
C -1.22 -0.81 -0.66
C -0.20 1.28 0.29
C 0.05 2.45 0.14
H 3.25 -1.21 0.33
H -0.79 -0.40 1.42
H -0.79 -0.61 -1.64
H -1.29 -1.89 -0.51
H -2.23 -0.38 -0.62
H 0.31 3.47 0.01
```



<ii>
Density functional theory data (wB97M-V/def2-TZVPD) for the molecule C6H6.

## Properties
2S+1	1
lowest unoccupied orbital energy	0.5	eV
molar mass	78.11	g mol⁻¹
Kohn-Sham gap	9.216	eV

```
12
C6H6 (wB97M-V/def2-TZVPD)
C -0.34 -0.39 1.01
C -0.08 0.66 2.14
C 0.70 -1.06 0.10
C 0.00 -0.26 -1.06
C -0.17 1.27 0.85
C -0.96 0.43 -0.14
H 1.73 -0.76 0.26
H 0.78 -2.14 0.14
H 0.56 0.32 -1.74
H -0.55 -0.96 -1.61
H 0.28 2.15 0.54
H -1.95 0.72 -0.48
```



Short version: <ii> is the least stable of them.